Entry 1:
{"formula": "C7H7BrINO3", "method": "ωB97M-V with the def2-TZVPD basis set", "gap_ha": 0.3391, "total_charge": 0, "relative_energy_ev": 0.456, "homo_ev": -9.50, "energy_ha": -3422.98094, "species": ["C", "C", "C", "C", "C", "C", "C", "N", "O", "O", "O", "Br", "I", "H", "H", "H", "H", "H", "H", "H"], "xyz": [[-1.92, 1.58, -3.11], [-1.96, 0.46, -2.71], [0.11, 0.31, -0.79], [0.00, -0.57, 1.48], [1.68, 0.68, 1.11], [1.41, -0.43, 2.12], [-1.65, -0.76, -2.06], [0.36, 0.45, 0.49], [0.58, 0.85, -1.77], [1.47, -0.10, 3.48], [-0.99, -0.58, -0.87], [-0.75, -2.15, -3.15], [-3.56, -1.61, -1.32], [-2.13, 2.60, -3.55], [-0.24, -1.47, 0.87], [-0.98, -0.27, 1.99], [1.70, 1.58, 1.67], [2.53, 0.61, 0.53], [1.91, -1.32, 1.97], [2.45, 0.14, 3.64]], "mulliken_charge": [0.2052, -0.5162, 0.5062, -0.5710, -0.7676, 0.1346, -0.0601, 0.1092, -0.5623, -0.5468, -0.1938, -0.0857, 0.0676, 0.3907, 0.2186, 0.2578, 0.3130, 0.3982, 0.3645, 0.3379]}



Entry 2:
{"formula": "C7H7BrN6", "method": "ωB97M-V with the def2-TZVPD basis set", "gap_ha": 0.2789, "total_charge": 0, "relative_energy_ev": 1.197, "homo_ev": -9.34, "energy_ha": -3173.26169, "species": ["C", "C", "N", "N", "C", "C", "C", "Br", "C", "N", "N", "N", "N", "C", "H", "H", "H", "H", "H", "H", "H"], "xyz": [[-1.33, 2.50, -1.29], [-0.73, 1.20, -0.76], [-1.43, 0.10, -0.62], [-1.01, -0.93, 0.03], [0.21, -1.19, 0.33], [0.57, -2.56, 0.77], [1.34, -0.18, 0.15], [2.92, -0.84, -0.93], [1.79, 0.36, 1.61], [2.64, 1.25, 1.85], [3.40, 1.88, 0.94], [2.82, 2.28, -0.09], [1.53, 2.22, -0.39], [0.72, 1.20, -0.27], [-0.81, 3.30, -0.62], [-2.32, 2.49, -1.14], [-0.96, 2.58, -2.36], [1.41, -2.92, 0.10], [-0.25, -3.26, 0.67], [1.12, -2.54, 1.81], [0.90, 0.13, 2.27]], "mulliken_charge": [-1.1283, 0.6251, -0.6677, -0.4991, 0.5138, -1.1183, 0.4440, -0.0100, -0.0859, -0.1399, -0.3397, -0.5087, -0.0872, 0.6485, 0.2752, 0.4640, 0.2685, 0.3151, 0.3970, 0.2279, 0.4056]}



Entry 3:
{"formula": "C7H7BrNO2", "method": "ωB97M-V with the def2-TZVPD basis set", "gap_ha": 0.2833, "total_charge": -1, "relative_energy_ev": 1.599, "homo_ev": -4.46, "energy_ha": -3050.16755, "species": ["C", "C", "N", "C", "C", "C", "C", "Br", "C", "O", "O", "H", "H", "H", "H", "H", "H", "H"], "xyz": [[0.79, -1.10, -0.57], [0.69, 0.24, -1.21], [-0.19, 1.15, -1.22], [-1.24, 1.35, -0.31], [-1.13, 1.21, 1.06], [0.09, 0.73, 1.73], [0.20, 0.34, 3.04], [2.05, -0.15, 3.57], [-0.86, -0.50, 3.99], [-1.43, 0.13, 4.82], [-0.80, -1.65, 3.69], [0.56, -1.93, -1.24], [-0.08, -1.12, 0.14], [1.64, -1.33, 0.06], [1.50, 0.31, -2.06], [-2.06, 1.77, -0.75], [-2.08, 1.46, 1.58], [0.97, 0.71, 1.03]], "mulliken_charge": [-0.8342, 0.0524, -0.5557, -0.4259, -0.2529, -0.1874, -0.1538, -0.2808, 0.4894, -0.6296, -0.6142, 0.3182, 0.2515, 0.3139, 0.2231, 0.4839, 0.3125, 0.4896]}



Entry 4:
{"formula": "C7H7CaO6S", "method": "ωB97M-V with the def2-TZVPD basis set", "gap_ha": [0.2830, 0.1830], "total_charge": 1, "relative_energy_ev": 5.675, "homo_ev": [-12.17, -9.83], "energy_ha": -1797.67024, "species": ["O", "C", "Ca", "O", "C", "C", "O", "C", "O", "C", "O", "H", "C", "S", "C", "O", "H", "H", "H", "H", "H", "H"], "xyz": [[-0.14, 3.11, -3.47], [-0.14, 2.43, -2.59], [-0.14, 0.99, -0.74], [-0.14, 3.54, 1.05], [-0.14, 2.67, 0.35], [-0.13, -0.68, -2.54], [-0.22, -1.68, -2.04], [1.91, 0.94, -1.15], [3.01, 0.86, -1.27], [-2.17, 0.90, -1.14], [-3.28, 0.84, -1.28], [-0.03, -0.17, -3.52], [0.06, -1.00, 3.15], [-0.13, -0.47, 1.45], [0.70, -1.97, 0.64], [-1.59, -0.33, 1.29], [1.01, -1.16, 3.34], [-0.58, -1.90, 3.17], [-0.43, -0.25, 3.68], [1.26, -2.43, 1.44], [-0.07, -2.59, 0.28], [1.39, -1.66, -0.12]], "mulliken_charge": [-0.0525, -0.2110, 2.6427, -0.1409, -0.5380, -0.0508, -0.2104, -0.3044, -0.1682, -0.2134, -0.1103, 0.2887, -1.3216, 0.5724, -1.1409, -0.5804, 0.5240, 0.3993, 0.4168, 0.4584, 0.3470, 0.3935]}



Entry 5:
{"formula": "C7H7Cl", "method": "ωB97M-V with the def2-TZVPD basis set", "gap_ha": 0.3841, "total_charge": 0, "relative_energy_ev": 4.779, "homo_ev": -9.61, "energy_ha": -730.93915, "species": ["C", "C", "C", "C", "C", "C", "C", "Cl", "H", "H", "H", "H", "H", "H", "H"], "xyz": [[-2.99, -0.83, -0.25], [-1.90, -0.26, -0.27], [-0.61, 0.15, -0.61], [-0.43, 1.68, -0.28], [0.02, 2.01, 1.01], [0.45, -0.63, 0.21], [0.41, -1.67, 0.97], [2.03, -0.24, -0.45], [-4.12, -0.98, 0.26], [-0.33, -0.12, -1.61], [-0.83, 2.46, -1.01], [0.32, 1.29, 1.60], [-0.03, 3.09, 1.25], [1.31, -2.12, 1.26], [-0.54, -2.31, 1.12]], "mulliken_charge": [-0.1523, -0.7314, 0.5755, -0.1515, -0.8180, -0.1441, -0.6012, -0.1816, 0.2857, 0.3407, 0.2950, 0.4885, 0.2409, 0.3337, 0.2201]}



Entry 6:
{"formula": "C7H7ClN2O2", "method": "ωB97M-V with the def2-TZVPD basis set", "gap_ha": [0.3228, 0.3228], "total_charge": 0, "relative_energy_ev": 6.148, "homo_ev": [-9.07, -9.07], "energy_ha": -990.91255, "species": ["C", "C", "C", "C", "C", "C", "C", "N", "N", "O", "O", "Cl", "H", "H", "H", "H", "H", "H", "H"], "xyz": [[1.21, 1.60, -1.68], [1.08, 0.20, -1.88], [0.62, 2.27, -0.60], [0.42, -0.55, -0.84], [0.05, 0.26, 0.16], [-0.06, -1.95, -0.96], [-0.51, -0.54, 2.19], [0.06, 1.48, 0.33], [-1.83, -0.01, 2.20], [-2.73, -0.77, 1.85], [-1.92, 1.20, 2.34], [0.71, 0.25, 3.18], [1.77, 2.20, -2.38], [1.47, -0.33, -2.70], [0.61, 3.28, -0.42], [-0.89, -1.99, -0.28], [-0.22, -2.36, -1.92], [0.73, -2.58, -0.61], [-0.56, -1.64, 2.02]], "mulliken_charge": [-0.3557, -0.4877, -0.6565, 0.5429, 0.3969, -1.4137, -0.3648, -0.1811, 0.8913, -0.6036, -0.5030, -0.1487, 0.3438, 0.4815, 0.4676, 0.3472, 0.4234, 0.3456, 0.4746]}



Repeat the second record exactly.
{"formula": "C7H7BrN6", "method": "ωB97M-V with the def2-TZVPD basis set", "gap_ha": 0.2789, "total_charge": 0, "relative_energy_ev": 1.197, "homo_ev": -9.34, "energy_ha": -3173.26169, "species": ["C", "C", "N", "N", "C", "C", "C", "Br", "C", "N", "N", "N", "N", "C", "H", "H", "H", "H", "H", "H", "H"], "xyz": [[-1.33, 2.50, -1.29], [-0.73, 1.20, -0.76], [-1.43, 0.10, -0.62], [-1.01, -0.93, 0.03], [0.21, -1.19, 0.33], [0.57, -2.56, 0.77], [1.34, -0.18, 0.15], [2.92, -0.84, -0.93], [1.79, 0.36, 1.61], [2.64, 1.25, 1.85], [3.40, 1.88, 0.94], [2.82, 2.28, -0.09], [1.53, 2.22, -0.39], [0.72, 1.20, -0.27], [-0.81, 3.30, -0.62], [-2.32, 2.49, -1.14], [-0.96, 2.58, -2.36], [1.41, -2.92, 0.10], [-0.25, -3.26, 0.67], [1.12, -2.54, 1.81], [0.90, 0.13, 2.27]], "mulliken_charge": [-1.1283, 0.6251, -0.6677, -0.4991, 0.5138, -1.1183, 0.4440, -0.0100, -0.0859, -0.1399, -0.3397, -0.5087, -0.0872, 0.6485, 0.2752, 0.4640, 0.2685, 0.3151, 0.3970, 0.2279, 0.4056]}